Molecular formula: C18H44BNNbO13
Method: DFT, the ωB97M-V functional and the def2-TZVPD basis

Calculated values
* Kohn-Sham gap: 6.0 eV
* net charge: -1
* max |F|: 2.45 eV/Å

Last column: Löwdin charge in e.
Cartesian coordinates (Å):
C: 1.03591 -2.32181 -3.19096  -0.11
B: -0.06505 -2.40946 -4.33945  -0.73
O: 0.21838 -1.60696 -5.42558  0.00
Nb: -1.90730 -3.80546 -4.06744  0.98
C: -3.22827 -2.23101 -3.08220  -0.49
N: -3.33983 -0.94035 -3.82890  -0.11
H: 1.57138 -1.37905 -3.28809  0.03
H: 1.74262 -3.12320 -3.37790  0.05
H: 0.60647 -2.43775 -2.21107  0.02
H: -0.55300 -1.54690 -6.00460  0.05
H: -1.34347 -4.24070 -2.36334  -0.14
H: -3.18075 -5.16348 -3.98268  -0.19
H: -2.59069 -3.23140 -5.70409  -0.15
H: -0.83771 -5.08128 -4.83928  -0.18
H: -4.22262 -2.67633 -3.06582  0.01
H: -3.00587 -2.03162 -2.04388  0.00
H: -3.34371 -1.11970 -4.82104  0.00
H: -2.52223 -0.39667 -3.59144  0.03
C: -4.23396 1.44996 -1.43052  -0.07
C: -4.63028 2.17838 -2.69335  -0.20
O: -5.95174 2.75577 -2.58200  0.05
C: -6.03740 3.84707 -1.84317  -0.62
O: -5.13655 4.40557 -1.27024  0.11
O: -7.31647 4.24458 -1.82963  0.00
C: -7.56698 5.38035 -1.00465  -0.05
H: -4.98001 0.69642 -1.17877  0.08
H: -3.27464 0.95533 -1.56850  0.07
H: -4.15454 2.13047 -0.58175  0.07
H: -4.67406 1.47134 -3.51771  0.11
H: -3.90459 2.94754 -2.95847  0.11
H: -6.91742 6.21048 -1.27264  0.09
H: -7.42765 5.12523 0.04476  0.10
H: -8.60287 5.65966 -1.17437  0.09
C: 3.50065 -2.56437 2.74214  -0.06
C: 2.33512 -1.61966 2.54760  -0.21
O: 1.25851 -2.23596 1.83146  0.05
C: 0.51191 -3.07774 2.54170  -0.61
O: 0.64379 -3.32732 3.71540  0.10
O: -0.41258 -3.58656 1.73736  0.02
C: -1.25373 -4.56880 2.34346  -0.04
H: 3.83714 -2.96258 1.78442  0.08
H: 4.33067 -2.04386 3.22052  0.08
H: 3.21898 -3.40924 3.36891  0.07
H: 2.63758 -0.77125 1.93783  0.12
H: 1.97005 -1.23234 3.49865  0.12
H: -1.71637 -4.18290 3.24907  0.09
H: -0.67944 -5.46581 2.56894  0.10
H: -2.02259 -4.81051 1.61671  0.10
C: 7.79721 -0.06874 7.55076  -0.07
C: 6.58674 0.82087 7.36454  -0.21
O: 5.54924 0.17017 6.61782  0.04
C: 4.83598 -0.73065 7.29353  -0.62
O: 4.96818 -1.01355 8.45543  0.12
O: 3.94346 -1.25594 6.45946  0.00
C: 3.14188 -2.30295 7.01806  -0.03
H: 8.15806 -0.42426 6.58511  0.08
H: 8.59783 0.48311 8.04300  0.08
H: 7.55505 -0.93877 8.15824  0.07
H: 6.85140 1.69594 6.77486  0.12
H: 6.19180 1.16742 8.31889  0.12
H: 2.65244 -1.97331 7.93101  0.10
H: 3.75493 -3.17982 7.21752  0.10
H: 2.39375 -2.54736 6.26915  0.09
C: 2.68762 2.72243 -4.41055  -0.06
C: 1.33556 2.63970 -5.08549  -0.21
O: 0.26514 2.57383 -4.13476  0.04
C: -0.06609 3.71399 -3.53806  -0.61
O: 0.41577 4.79944 -3.73875  0.12
O: -1.04741 3.44113 -2.68200  0.00
C: -1.51591 4.53685 -1.89330  -0.03
H: 2.81292 1.89152 -3.71595  0.08
H: 3.48252 2.68020 -5.15510  0.08
H: 2.79082 3.64930 -3.84798  0.07
H: 1.25827 1.71803 -5.65767  0.12
H: 1.17297 3.47471 -5.76693  0.12
H: -1.82455 5.37370 -2.51532  0.10
H: -0.75230 4.85834 -1.18647  0.10
H: -2.37808 4.16859 -1.34443  0.08